Computed, not measured: an isolated molecule of C7H8 at a distorted geometry, with ωB97M-V/def2-TZVPD.

XYZ file:
```
15
C7H8 (ωB97M-V/def2-TZVPD)
C 3.0939 -1.0351 0.1424
C 2.2041 -0.0725 0.1405
C 1.8373 1.3310 -0.1123
C 0.8014 0.3200 0.3095
C -0.4694 0.1988 0.5643
C -1.7467 0.0783 0.7702
C -2.7420 -0.2953 -0.2897
H 4.1226 -0.8436 -0.1222
H 2.8412 -2.0466 0.4124
H 1.8149 1.6875 -1.1348
H 2.1269 2.0921 0.6016
H -2.1580 0.2423 1.7593
H -3.1690 -1.2737 -0.0667
H -2.2749 -0.3322 -1.2701
H -3.5536 0.4301 -0.3076
```

Multiplicity: 1
Relative energy (zero: lowest compared OMol25 entry of this formula, charge and spin) in kJ/mol: 387.2
HOMO-LUMO gap in eV: 9.8
Charge: 0